{
  "formula": "C2H3IN2O",
  "method": "ωB97M-V/def2-TZVPD",
  "species": ["C", "C", "N", "N", "O", "I", "H", "H", "H"],
  "xyz": [[-1.961, 0.113, -0.201], [-1.178, 1.340, -0.103], [-0.315, -1.659, 0.212], [0.132, 1.096, -0.239], [-1.736, 2.411, 0.060], [-3.913, -0.138, 0.148], [-0.967, -2.441, 0.202], [0.393, 0.115, -0.215], [0.803, 1.827, -0.073]],
  "forces_ev_per_angstrom": [[1.3, -4.5, 0.7], [-0.3, 1.5, 0.1], [-1.5, 2.3, -0.5], [0.0, 0.0, 0.0], [0.2, 0.4, 0.0], [0.6, 0.6, -0.2], [-0.4, -0.2, -0.1], [0.2, -0.1, 0.0], [-0.1, 0.1, 0.0]],
  "lowdin_charge": [-0.5224, -0.7171, 0.0136, 0.1629, 0.0225, 1.0213, -0.1261, 0.0218, 0.1236],
  "max_force_ev_per_a": 4.8,
  "e_above_lowest_kcal_mol": 173.7
}

{
  "formula": "C2H3IN2O",
  "method": "ωB97M-V/def2-TZVPD",
  "species": ["C", "C", "N", "N", "O", "I", "H", "H", "H"],
  "xyz": [[0.490, -0.696, -1.036], [-2.154, 1.200, 0.536], [1.224, -0.244, -0.071], [-2.019, 0.541, -0.445], [-2.049, 1.913, 1.441], [0.733, -2.780, -1.367], [1.875, -0.770, 0.512], [1.150, 0.740, 0.139], [-2.529, -0.170, -0.917]],
  "forces_ev_per_angstrom": [[-0.2, 0.2, -0.7], [0.4, -0.2, -0.3], [0.5, -0.3, 0.5], [-0.2, -0.3, -0.7], [-0.2, 0.8, 1.2], [0.2, -0.2, 0.2], [-0.1, 0.0, -0.1], [0.0, 0.1, 0.0], [-0.2, -0.2, -0.1]],
  "lowdin_charge": [-0.6811, -0.4333, -0.0862, 0.1881, 0.1463, 0.6087, 0.0822, 0.0913, 0.0842],
  "max_force_ev_per_a": 1.4,
  "e_above_lowest_kcal_mol": 39.1
}

{
  "formula": "C2H3IN4",
  "method": "ωB97M-V/def2-TZVPD",
  "species": ["I", "C", "N", "C", "N", "N", "N", "H", "H", "H"],
  "xyz": [[-2.906, -0.010, -0.651], [-1.005, -1.039, -0.173], [0.081, -0.159, -0.065], [0.730, 1.126, 0.960], [1.693, 1.468, 0.256], [1.886, 0.779, -0.895], [1.029, -0.092, -1.021], [-1.051, -1.563, 0.677], [-0.657, -1.776, -0.926], [0.199, 1.265, 1.837]],
  "forces_ev_per_angstrom": [[0.9, -0.7, 0.2], [0.9, 0.9, -3.5], [4.2, 4.2, 1.2], [-1.4, -4.0, -4.4], [0.4, 1.9, 2.3], [1.0, 0.5, -0.1], [-3.4, -2.5, -0.5], [-1.2, -1.7, 3.4], [-1.0, 0.6, -0.1], [-0.5, 0.7, 1.4]],
  "lowdin_charge": [0.6533, -0.6057, -0.1608, 0.0434, -0.0162, -0.0437, -0.0287, 0.0004, 0.0823, 0.0756],
  "smiles": "ICn1cnnn1",
  "max_force_ev_per_a": 6.1,
  "e_above_lowest_kcal_mol": 39.5
}

{
  "formula": "C2H3IN4",
  "method": "ωB97M-V/def2-TZVPD",
  "species": ["C", "C", "N", "N", "N", "N", "I", "H", "H", "H"],
  "xyz": [[-0.353, 0.001, 1.609], [0.151, -0.593, -1.337], [0.062, 1.088, 1.987], [0.672, 1.881, 1.063], [0.704, 1.354, -0.075], [0.201, 0.193, -0.184], [-1.662, -1.790, -1.381], [-0.889, -0.854, 1.924], [0.973, -1.313, -1.376], [0.141, 0.035, -2.231]],
  "forces_ev_per_angstrom": [[1.3, 0.5, -4.1], [0.0, -0.5, -1.0], [-0.5, -0.5, 1.2], [0.6, 1.7, 0.5], [0.2, -0.5, -1.8], [-1.6, -0.4, 5.0], [0.4, 0.3, 0.0], [-0.3, -0.5, 0.2], [-0.2, 0.1, -0.1], [0.0, -0.2, 0.1]],
  "lowdin_charge": [0.0456, -0.6284, -0.0205, -0.0580, -0.0445, -0.1770, 0.7102, 0.0680, 0.0491, 0.0557],
  "max_force_ev_per_a": 5.3,
  "e_above_lowest_kcal_mol": 39.9
}